Below is one molecule with the formula CH4OS2, with properties calculated with ωB97M-V/def2-TZVPD.

Geometry as XYZ:
```
8
Properties=species:S:1:pos:R:3:forces:R:3:nbo_charge:R:1
C 0.449 -0.553 0.001 2.077 2.994 -0.488 -0.034
O -0.537 -0.072 0.772 -2.197 0.421 1.376 -0.656
S 1.941 0.877 0.122 -0.801 -1.909 -1.017 -0.211
S -1.429 1.283 0.261 0.871 0.608 2.042 0.281
H 0.790 -1.483 0.370 0.446 -0.737 0.548 0.200
H 0.170 -0.591 -1.025 0.177 -0.049 -1.002 0.175
H 1.510 1.281 1.298 -0.198 0.058 0.587 0.116
H -1.135 2.113 1.444 -0.375 -1.387 -2.046 0.130
```
Positions in Å, forces in eV/Å.

Electronic energy, eV: -24817.6817
Multiplicity: 1
F_max, Eh/bohr: 0.0715

---

Below is a 2-piece molecular cluster, C2H8NOS overall, with properties calculated with ωB97M-V/def2-TZVPD.

Geometry as XYZ:
```
13
Properties=species:S:1:pos:R:3:forces:R:3:nbo_charge:R:1
C 0.146 0.206 -1.147 -0.130 -0.385 -0.235 -0.731
C 0.535 1.085 -0.026 0.122 0.015 -0.308 0.736
N 1.709 1.654 -0.016 -0.118 0.107 0.238 -0.690
O -0.242 1.336 0.969 0.147 0.359 0.226 -0.588
S -1.226 -1.533 1.576 0.056 0.134 -0.485 -0.348
H 0.519 0.589 -2.094 0.015 0.091 -0.007 0.271
H 0.584 -0.785 -0.999 -0.002 0.028 0.086 0.292
H -0.933 0.079 -1.209 0.028 0.090 0.031 0.264
H 2.369 1.529 -0.769 -0.122 -0.052 -0.028 0.439
H 1.987 2.239 0.761 -0.026 0.021 0.051 0.443
H -0.895 -2.305 2.592 0.187 -0.184 0.508 0.190
H -1.057 0.795 1.011 0.267 -0.075 -0.035 0.543
H -2.480 -1.954 1.555 -0.424 -0.150 -0.041 0.180
```
Positions in Å, forces in eV/Å.

Electronic energy, eV: -16570.2441
Multiplicity: 1
F_max, Eh/bohr: 0.0111
Total charge: +1

---

Below is C10H9GaI2N3O4RhS as an isolated structure, with properties calculated with ωB97M-V/def2-TZVPD.

Geometry as XYZ:
```
31
Properties=species:S:1:pos:R:3:forces:R:3:mulliken_spin:R:1
I 0.942 3.115 0.696 2.195 -1.252 -0.579 0.712
I -1.859 3.625 0.782 -2.255 0.821 0.358 1.517
Rh -0.893 -1.234 -0.048 1.226 0.696 0.796 0.092
Ga 1.204 0.493 -0.375 0.736 -0.045 0.781 0.097
S -0.936 0.949 -0.981 0.052 0.510 0.242 0.484
C 2.462 -0.363 -1.950 2.951 -3.218 -2.795 0.018
C 3.276 -1.344 0.692 0.986 -3.015 1.451 0.009
C -0.748 1.442 -2.794 0.165 0.741 -1.202 0.002
C -2.001 2.209 -3.128 -0.778 0.050 0.530 0.031
C -0.615 0.133 -3.534 0.072 -0.558 0.349 0.017
C 0.474 2.313 -3.038 0.037 -0.081 0.421 0.000
C -0.981 -2.899 0.807 -1.725 -5.623 3.887 0.001
C -2.405 -1.672 -1.061 -5.124 1.031 -2.064 -0.006
O 3.579 -2.322 1.205 -0.825 3.124 -1.567 0.002
O 3.090 -1.027 -2.655 -2.969 3.326 3.221 -0.001
O -1.213 -3.811 1.495 1.384 4.156 -3.373 0.007
O -3.470 -1.553 -1.499 4.206 -1.058 1.447 -0.002
H -2.052 2.425 -4.191 0.214 -0.027 -0.209 0.000
H -2.072 3.155 -2.600 0.204 0.308 0.036 0.000
H -2.901 1.663 -2.879 -0.325 -0.333 -0.068 -0.007
H -0.711 0.356 -4.605 0.002 -0.209 0.143 0.018
H -1.371 -0.598 -3.224 0.104 0.136 -0.477 -0.001
H 0.381 -0.281 -3.333 -0.225 -0.178 -0.349 0.000
H 0.466 2.533 -4.115 0.190 0.131 0.287 0.001
H 1.393 1.765 -2.809 0.210 0.064 -0.201 -0.003
H 0.480 3.239 -2.456 -0.139 -0.005 -0.296 0.008
N 0.735 -0.643 1.433 -1.293 1.149 0.378 0.183
C 0.553 -0.411 2.595 0.958 -0.611 -2.604 -0.040
N 0.568 -0.101 3.809 -0.643 -1.257 2.138 0.273
C 0.264 -0.949 4.764 0.829 2.347 -2.142 0.062
N 0.009 -1.661 5.661 -0.422 -1.119 1.461 0.526
```
Positions in Å, forces in eV/Å.

Electronic energy, eV: -105543.0475
Multiplicity: 5
F_max, Eh/bohr: 0.1371
Total charge: +4
<S²>: 6.041